No. 1
{"formula": "C29H43N2O4", "method": "the ωB97M-V functional and the def2-TZVPD basis", "species": ["C", "C", "C", "C", "C", "C", "C", "C", "O", "C", "C", "C", "C", "C", "C", "C", "O", "N", "C", "C", "C", "C", "C", "O", "O", "C", "C", "N", "C", "C", "C", "C", "C", "C", "C", "H", "H", "H", "H", "H", "H", "H", "H", "H", "H", "H", "H", "H", "H", "H", "H", "H", "H", "H", "H", "H", "H", "H", "H", "H", "H", "H", "H", "H", "H", "H", "H", "H", "H", "H", "H", "H", "H", "H", "H", "H", "H", "H"], "coordinates": [[-0.131, -7.496, -0.605], [-0.944, -6.260, -0.966], [-2.047, -5.988, 0.055], [-2.872, -4.754, -0.302], [-3.960, -4.482, 0.735], [-4.897, -3.337, 0.352], [-4.192, -1.983, 0.308], [-5.180, -0.845, 0.072], [-4.424, 0.356, 0.015], [-5.040, 1.561, -0.169], [-6.418, 1.674, -0.324], [-7.019, 2.906, -0.510], [-6.251, 4.057, -0.549], [-4.885, 3.955, -0.399], [-4.247, 2.727, -0.207], [-2.769, 2.817, -0.062], [-2.186, 3.879, -0.138], [-2.112, 1.623, 0.158], [-0.772, 1.405, 0.353], [-0.344, 0.075, 0.502], [0.981, -0.217, 0.702], [1.930, 0.813, 0.769], [3.318, 0.465, 0.996], [3.771, -0.660, 1.088], [4.146, 1.553, 1.060], [5.483, 1.317, 1.446], [6.498, 1.467, 0.306], [6.528, 0.413, -0.750], [7.692, 0.694, -1.612], [6.650, -0.963, -0.168], [7.859, -1.198, 0.723], [5.293, 0.411, -1.604], [4.810, 1.768, -2.090], [1.504, 2.139, 0.627], [0.179, 2.433, 0.417], [0.647, -7.674, -1.344], [-0.771, -8.374, -0.565], [0.341, -7.373, 0.368], [-0.282, -5.392, -1.022], [-1.393, -6.396, -1.952], [-2.704, -6.858, 0.112], [-1.598, -5.849, 1.042], [-2.203, -3.893, -0.377], [-3.335, -4.902, -1.281], [-3.495, -4.263, 1.699], [-4.557, -5.388, 0.858], [-5.344, -3.544, -0.622], [-5.707, -3.288, 1.084], [-3.455, -1.971, -0.496], [-3.674, -1.809, 1.255], [-5.715, -0.999, -0.873], [-5.906, -0.796, 0.892], [-7.038, 0.792, -0.299], [-8.090, 2.958, -0.625], [-6.714, 5.020, -0.694], [-4.259, 4.834, -0.425], [-2.703, 0.798, 0.175], [-1.073, -0.721, 0.459], [1.313, -1.237, 0.819], [5.726, 2.090, 2.183], [5.550, 0.336, 1.928], [6.324, 2.425, -0.186], [7.486, 1.497, 0.766], [7.570, 1.652, -2.111], [7.791, -0.084, -2.367], [8.606, 0.729, -1.024], [5.735, -1.171, 0.393], [6.688, -1.659, -1.009], [8.800, -1.088, 0.191], [7.865, -0.555, 1.598], [7.806, -2.224, 1.077], [5.512, -0.225, -2.465], [4.493, -0.066, -1.040], [4.415, 2.373, -1.280], [5.577, 2.324, -2.623], [3.993, 1.593, -2.786], [2.226, 2.938, 0.690], [-0.145, 3.454, 0.306]], "forces_ev_per_a": [[-0.037, 0.204, -0.163], [-0.056, -0.205, 0.287], [0.107, 0.298, -0.416], [-0.073, -0.239, 0.420], [-0.090, 0.134, -0.341], [0.212, 0.059, 0.191], [-0.381, 0.148, -0.116], [0.030, -0.469, 0.051], [0.057, 0.289, -0.025], [-0.036, 0.294, -0.038], [0.027, -0.315, 0.037], [0.130, 0.061, 0.006], [-0.090, -0.013, -0.008], [0.116, -0.142, 0.027], [-0.451, 0.021, -0.049], [0.309, -0.144, 0.022], [0.029, 0.048, 0.013], [-0.368, -0.274, -0.009], [0.566, 0.118, 0.051], [-0.072, 0.092, -0.021], [0.255, 0.152, 0.024], [-0.438, 0.179, -0.070], [0.480, -0.366, 0.076], [-0.258, 0.213, 0.064], [-0.273, 0.111, -0.120], [0.365, -0.359, 0.089], [-0.408, 0.517, 0.741], [-0.034, -0.075, 0.020], [0.659, 0.176, -0.479], [0.106, -0.833, 0.507], [-0.058, 0.145, -0.180], [-0.863, 0.151, -0.488], [0.152, -0.038, 0.103], [0.174, -0.404, 0.052], [-0.197, 0.247, -0.052], [0.102, -0.101, -0.017], [-0.025, -0.135, 0.023], [0.071, -0.041, 0.106], [-0.021, 0.061, -0.072], [0.003, 0.080, -0.059], [-0.032, -0.065, 0.078], [-0.007, -0.055, 0.093], [0.036, 0.068, -0.094], [-0.001, 0.055, -0.104], [-0.006, -0.043, 0.096], [0.020, -0.049, 0.082], [-0.094, -0.024, -0.032], [-0.096, 0.003, -0.033], [0.077, 0.038, 0.000], [0.071, 0.024, 0.032], [0.010, 0.075, 0.092], [0.038, 0.049, -0.100], [-0.025, -0.093, 0.007], [-0.098, -0.007, -0.010], [-0.034, 0.096, -0.013], [0.036, 0.027, 0.001], [0.019, 0.167, -0.011], [-0.080, -0.105, -0.010], [-0.013, -0.093, 0.008], [0.056, -0.114, -0.145], [0.095, 0.218, -0.042], [0.138, -0.117, -0.071], [-0.041, -0.028, -0.124], [-0.095, -0.013, 0.084], [-0.116, -0.046, 0.063], [-0.105, -0.013, 0.074], [0.086, 0.193, -0.232], [-0.076, 0.182, -0.082], [0.107, 0.003, 0.009], [0.021, 0.046, 0.107], [-0.020, -0.055, 0.018], [0.126, -0.048, 0.165], [0.258, -0.090, 0.023], [-0.006, 0.043, 0.012], [0.035, 0.085, -0.074], [-0.033, -0.043, -0.059], [0.018, 0.097, 0.005], [0.009, -0.013, 0.001]], "gap_ev": 8.352, "total_charge": 1, "multiplicity": 1, "e_homo_ev": -10.57}

No. 2
{"formula": "C29H43NO3P", "method": "the ωB97M-V functional and the def2-TZVPD basis", "species": ["C", "C", "C", "C", "O", "P", "O", "C", "C", "C", "C", "O", "C", "C", "C", "C", "H", "H", "H", "H", "H", "H", "H", "H", "H", "H", "H", "H", "H", "H", "H", "H", "H", "H", "H", "H", "H", "H", "H", "H", "H", "H", "H", "C", "C", "N", "C", "C", "C", "C", "C", "C", "C", "C", "C", "C", "C", "C", "C", "C", "C", "H", "H", "H", "H", "H", "H", "H", "H", "H", "H", "H", "H", "H", "H", "H", "H"], "coordinates": [[-6.400, -2.988, 2.212], [-5.359, -3.363, 1.152], [-4.118, -2.468, 1.181], [-3.055, -2.792, 0.127], [-1.972, -1.805, 0.105], [-0.432, -2.397, 0.280], [0.560, -2.006, -1.004], [1.746, -2.861, -1.140], [2.792, -2.589, -0.062], [4.129, -3.273, -0.360], [4.127, -4.799, -0.253], [0.178, -1.428, 1.456], [0.330, -1.966, 2.788], [1.082, -0.946, 3.644], [1.368, -1.416, 5.066], [2.062, -0.343, 5.909], [-7.298, -3.604, 2.100], [-6.021, -3.142, 3.227], [-6.703, -1.940, 2.116], [-5.063, -4.409, 1.294], [-5.822, -3.297, 0.162], [-4.441, -1.423, 1.063], [-3.657, -2.563, 2.176], [-2.621, -3.783, 0.340], [-3.507, -2.817, -0.873], [1.423, -3.915, -1.092], [2.180, -2.682, -2.134], [2.952, -1.501, -0.003], [2.413, -2.924, 0.914], [4.439, -2.974, -1.370], [4.872, -2.864, 0.337], [5.151, -5.167, -0.373], [3.766, -5.138, 0.724], [3.514, -5.264, -1.032], [-0.657, -2.160, 3.232], [0.881, -2.924, 2.757], [2.034, -0.681, 3.161], [0.474, -0.029, 3.691], [0.425, -1.710, 5.543], [1.999, -2.313, 5.029], [2.274, -0.723, 6.910], [3.011, -0.043, 5.451], [1.435, 0.548, 6.011], [1.141, -0.419, -4.113], [1.588, 0.752, -3.350], [2.888, 1.098, -3.230], [3.031, 2.316, -2.563], [1.728, 2.797, -2.279], [1.612, 4.111, -1.829], [2.770, 4.838, -1.509], [4.051, 4.285, -1.695], [4.192, 3.016, -2.267], [0.782, 1.771, -2.762], [-0.600, 1.758, -2.737], [-1.388, 2.792, -2.116], [-1.124, 3.216, -0.785], [-1.887, 4.210, -0.184], [-2.893, 4.881, -0.900], [-3.646, 6.003, -0.244], [-3.173, 4.468, -2.216], [-2.455, 3.432, -2.804], [0.053, -0.407, -4.154], [1.524, -0.402, -5.145], [1.460, -1.353, -3.634], [3.656, 0.550, -3.601], [0.623, 4.561, -1.752], [2.669, 5.846, -1.103], [4.929, 4.852, -1.398], [5.158, 2.541, -2.455], [-1.095, 1.057, -3.419], [-0.284, 2.777, -0.249], [-1.679, 4.511, 0.845], [-4.429, 6.391, -0.902], [-4.120, 5.659, 0.684], [-2.980, 6.834, 0.024], [-3.951, 4.987, -2.779], [-2.641, 3.154, -3.843]], "forces_ev_per_a": [[0.080, -0.014, -0.065], [0.109, -0.140, -0.220], [0.357, 0.457, 0.322], [0.017, -0.311, -0.089], [0.835, 0.294, -0.305], [-0.002, -2.101, 1.127], [-0.391, 0.719, 0.081], [-0.500, -0.178, 0.604], [-0.061, 0.162, -0.067], [-0.075, 0.118, 0.083], [0.145, 0.075, -0.073], [-0.093, 0.353, -0.626], [0.113, -0.034, 0.265], [-0.119, 0.274, -0.234], [-0.093, -0.152, -0.035], [-0.086, -0.139, -0.089], [0.118, 0.076, 0.023], [0.009, 0.054, -0.142], [0.051, -0.100, 0.019], [-0.029, 0.080, -0.066], [0.012, -0.056, 0.020], [0.171, -0.166, 0.038], [-0.032, 0.185, -0.167], [-0.109, 0.241, -0.162], [0.163, 0.058, 0.158], [0.039, 0.309, -0.104], [-0.318, 0.108, 0.197], [-0.126, -0.251, 0.057], [0.048, 0.133, -0.187], [0.131, -0.063, 0.101], [-0.076, -0.095, -0.169], [-0.189, -0.057, 0.002], [-0.001, 0.091, -0.146], [0.037, 0.030, 0.136], [0.145, 0.012, -0.154], [-0.189, 0.283, -0.108], [-0.222, -0.063, -0.056], [0.172, -0.142, -0.098], [0.131, 0.004, 0.010], [-0.084, 0.049, 0.045], [0.013, 0.074, -0.055], [-0.096, -0.008, 0.057], [0.070, -0.083, -0.032], [-0.200, -0.521, -0.176], [1.392, 0.489, -0.416], [-1.258, -0.920, -0.087], [-0.632, 0.883, 0.467], [0.897, 0.150, -0.298], [0.173, 0.168, 0.170], [-0.067, -0.408, -0.209], [-0.492, -0.254, -0.033], [-0.059, -0.155, 0.090], [-0.459, 0.299, 0.684], [1.025, 0.542, -1.122], [-0.922, 0.791, 0.838], [-0.055, 0.008, -0.336], [0.162, -0.080, -0.334], [0.117, -0.414, -0.139], [-0.217, 0.089, 0.006], [0.301, 0.056, 0.239], [0.399, -0.375, 0.072], [0.124, -0.263, -0.052], [-0.002, 0.064, 0.339], [-0.125, 0.192, -0.098], [-0.213, 0.088, 0.112], [0.412, 0.004, 0.198], [0.061, -0.309, -0.191], [-0.127, -0.106, -0.126], [-0.192, 0.399, 0.054], [-0.016, 0.088, 0.502], [-0.327, -0.067, -0.011], [-0.018, -0.132, -0.313], [0.128, -0.038, 0.124], [0.099, 0.053, -0.187], [-0.086, -0.223, -0.098], [0.237, -0.208, 0.115], [-0.135, 0.024, 0.323]], "gap_ev": 5.977, "total_charge": 1, "multiplicity": 1, "e_homo_ev": -10.59}

No. 3
{"formula": "C29H43OSi4", "method": "the ωB97M-V functional and the def2-TZVPD basis", "species": ["C", "Si", "C", "C", "Si", "H", "Si", "C", "C", "C", "Si", "C", "C", "C", "H", "H", "H", "H", "H", "H", "H", "H", "H", "H", "H", "H", "H", "H", "H", "H", "H", "H", "H", "H", "H", "H", "H", "H", "H", "H", "H", "C", "O", "C", "C", "C", "C", "C", "C", "C", "C", "C", "C", "C", "C", "C", "C", "C", "C", "C", "C", "C", "H", "H", "H", "H", "H", "H", "H", "H", "H", "H", "H", "H", "H", "H", "H"], "coordinates": [[1.690, -0.524, 16.371], [1.541, -0.472, 14.513], [2.812, 0.778, 13.950], [2.166, -2.131, 13.920], [-0.668, 0.016, 13.957], [-0.631, 0.019, 12.511], [-2.217, -1.661, 14.421], [-2.408, -1.818, 16.269], [-3.943, -1.356, 13.771], [-1.745, -3.370, 13.827], [-1.367, 2.182, 14.447], [-1.480, 2.378, 16.298], [-0.215, 3.540, 13.876], [-3.058, 2.644, 13.798], [2.708, -0.752, 16.673], [1.409, 0.440, 16.785], [1.027, -1.288, 16.768], [3.811, 0.448, 14.224], [2.766, 0.895, 12.870], [2.621, 1.738, 14.424], [3.211, -2.259, 14.193], [1.587, -2.929, 14.379], [2.077, -2.199, 12.838], [-3.126, -2.594, 16.520], [-1.450, -2.070, 16.714], [-2.755, -0.874, 16.680], [-4.585, -2.207, 13.992], [-4.364, -0.472, 14.243], [-3.916, -1.210, 12.694], [-2.543, -4.078, 14.043], [-1.572, -3.356, 12.753], [-0.841, -3.700, 14.332], [-1.804, 3.381, 16.563], [-2.194, 1.663, 16.696], [-0.507, 2.196, 16.743], [-0.640, 4.515, 14.106], [0.742, 3.450, 14.384], [-0.060, 3.471, 12.802], [-3.282, 3.682, 14.035], [-3.092, 2.517, 12.719], [-3.815, 2.012, 14.258], [5.633, -1.796, 8.162], [5.137, -0.826, 9.057], [3.758, -0.737, 9.104], [3.181, 0.350, 9.795], [1.827, 0.540, 9.818], [0.954, -0.343, 9.143], [-0.456, -0.080, 8.981], [-1.463, -1.072, 8.688], [-2.645, -0.418, 8.279], [-3.758, -1.146, 7.867], [-3.703, -2.523, 7.888], [-2.559, -3.176, 8.346], [-1.448, -2.473, 8.752], [-2.411, 1.007, 8.347], [-1.085, 1.212, 8.796], [-0.598, 2.528, 8.870], [-1.428, 3.578, 8.536], [-2.736, 3.357, 8.104], [-3.228, 2.076, 7.996], [1.534, -1.467, 8.518], [2.883, -1.662, 8.500], [6.716, -1.698, 8.090], [5.398, -2.797, 8.525], [5.199, -1.634, 7.176], [3.854, 1.034, 10.284], [1.409, 1.364, 10.368], [-4.643, -0.634, 7.538], [-4.548, -3.104, 7.551], [-2.549, -4.252, 8.386], [-0.599, -2.987, 9.166], [0.425, 2.718, 9.138], [-1.064, 4.592, 8.595], [-3.358, 4.196, 7.832], [-4.223, 1.893, 7.629], [0.902, -2.130, 7.956], [3.281, -2.534, 8.011]], "forces_ev_per_a": [[-0.264, 0.070, -0.108], [0.732, -0.214, 0.715], [-0.431, 0.172, -0.229], [-0.454, 0.064, -0.243], [0.006, 0.014, 0.086], [0.032, 0.005, -1.234], [-0.620, -0.648, 0.642], [0.217, 0.226, -0.086], [0.309, 0.396, -0.228], [0.372, 0.319, -0.219], [-0.306, 0.803, 0.661], [0.103, -0.282, -0.091], [0.209, -0.440, -0.217], [0.120, -0.474, -0.233], [0.154, -0.035, 0.054], [-0.050, 0.103, 0.262], [-0.089, -0.077, 0.254], [0.069, -0.085, 0.055], [0.122, 0.180, -0.190], [0.074, 0.212, -0.055], [0.099, 0.046, 0.061], [-0.024, -0.217, -0.064], [0.030, -0.222, -0.190], [-0.105, -0.112, 0.033], [0.102, -0.016, 0.269], [-0.032, 0.106, 0.262], [0.003, -0.106, 0.058], [-0.176, 0.132, -0.065], [-0.204, 0.087, -0.177], [-0.105, -0.006, 0.052], [0.104, -0.197, -0.172], [0.148, -0.169, -0.055], [-0.049, 0.149, 0.040], [-0.076, -0.089, 0.258], [0.101, -0.033, 0.270], [-0.087, 0.051, 0.044], [0.206, 0.092, -0.051], [0.173, 0.144, -0.176], [0.043, 0.096, 0.059], [-0.222, 0.010, -0.178], [-0.214, -0.044, -0.067], [0.384, -0.540, -0.414], [-2.435, 0.693, 0.430], [0.784, -0.068, 0.052], [0.606, -0.142, -0.019], [-0.003, -0.022, -0.266], [-0.821, 0.139, 0.101], [1.295, -0.237, -0.341], [-0.682, -0.744, -0.218], [-0.489, -1.518, -0.239], [0.627, 1.181, 0.277], [0.471, -0.606, 0.134], [-0.476, -0.261, -0.201], [0.309, 0.762, 0.315], [0.058, 1.515, 0.010], [-0.477, 1.034, 0.116], [0.201, -0.822, -0.026], [-0.431, 0.319, -0.109], [0.632, 0.493, 0.215], [0.206, -1.356, 0.142], [-0.503, 0.271, 0.072], [0.998, -0.143, 0.018], [-0.183, 0.196, 0.214], [0.040, -0.096, -0.077], [0.053, -0.127, -0.110], [0.043, 0.160, 0.183], [0.019, 0.165, 0.183], [-0.257, 0.098, -0.099], [-0.087, -0.047, 0.023], [0.007, -0.158, 0.023], [0.166, -0.200, 0.037], [0.136, 0.122, 0.083], [0.095, 0.058, 0.018], [-0.031, 0.090, -0.009], [-0.232, 0.009, -0.069], [-0.018, -0.187, -0.081], [-0.022, -0.041, -0.172]], "gap_ev": 5.350, "total_charge": 1, "multiplicity": 1, "e_homo_ev": -11.10}